[1]
The following is a quantum chemistry calculation of C31H27Cl2InN5O2P as an isolated structure at a distorted geometry, from the OMol25 dataset.

Properties
LUMO energy   -6.14 eV
Kohn-Sham gap   0.2429 Ha
Net charge   +2
E_HOMO   -12.750 eV
Calculated total energy   -83625.1861 eV

```
69
C31H27Cl2InN5O2P ωB97M-V/def2-TZVPD
In 3.7612 -20.7236 0.9816
Cl 1.6960 -23.6854 4.5170
C 1.6182 -23.9737 2.8267
C 1.1274 -25.1816 2.3686
C 1.1289 -25.3886 0.9883
Cl 0.3816 -26.7759 0.3170
C 1.5721 -24.3810 0.0717
C 1.4956 -24.4431 -1.3498
C 2.3005 -23.6356 -2.1275
C 3.0110 -22.6338 -1.5051
N 2.8457 -22.3144 -0.1938
C 2.3656 -23.3259 0.6028
C 2.2393 -23.0264 1.9659
O 2.6278 -21.8508 2.4323
H 0.5579 -25.8914 2.9760
H 0.8476 -25.2236 -1.7451
H 2.4202 -23.8540 -3.2152
H 3.6848 -21.9803 -2.1371
N 5.5974 -19.2812 3.3861
C 6.5682 -18.3629 2.8632
C 7.1248 -17.4050 3.6536
C 8.1919 -16.6377 3.1744
C 8.7407 -16.9051 1.8975
C 8.1809 -17.9092 1.0980
C 7.1006 -18.6799 1.5301
P 6.3133 -20.0258 0.6615
C 7.5516 -21.3150 0.9629
C 8.9166 -21.2080 0.6347
C 9.7650 -22.2650 0.7503
C 9.2328 -23.5120 1.1608
C 7.9095 -23.6411 1.5022
C 7.0805 -22.4905 1.4465
C 6.6524 -19.8285 -1.0798
C 6.9113 -20.8929 -1.9571
C 7.2732 -20.6000 -3.2905
C 7.1784 -19.2825 -3.8225
C 6.6995 -18.2809 -2.9646
C 6.5258 -18.5002 -1.5813
H 4.8093 -18.8546 3.8420
H 6.0143 -19.8804 4.0843
H 6.7084 -17.3463 4.6266
H 8.6231 -15.8088 3.6825
H 9.5451 -16.2864 1.5569
H 8.7477 -18.1152 0.1971
H 9.3726 -20.2525 0.4216
H 10.8332 -22.1099 0.5710
H 9.8339 -24.3638 1.2595
H 7.4431 -24.5852 1.8199
H 6.1274 -22.4925 1.9141
H 6.9358 -21.8882 -1.5649
H 7.5555 -21.4739 -3.9668
H 7.5243 -19.1013 -4.8773
H 6.5650 -17.2781 -3.4120
H 6.2588 -17.6344 -0.9894
C -0.6107 -17.0366 2.0495
N 0.5409 -17.6372 1.3882
C 0.9324 -17.4852 -0.0291
C 2.0883 -18.5098 -0.1587
O 2.6397 -18.8734 -1.2057
N 2.2981 -19.1100 1.0795
C 1.2777 -18.6211 1.8995
N 0.9861 -19.3382 2.9945
H -1.2837 -16.5008 1.3092
H -0.1774 -16.5084 2.9165
H -1.1991 -17.8514 2.3609
H 1.2876 -16.5139 -0.3242
H 0.1161 -17.7398 -0.7329
H 1.2169 -20.3126 3.1186
H 0.1277 -19.0259 3.4725
```

[2]
The following is a quantum chemistry calculation of C31H27Cl5NOReSbSe4Te as an isolated structure at a distorted geometry, from the OMol25 dataset.

Properties
LUMO energy (spin up / spin down)   -8.15 / -7.99 eV
Kohn-Sham gap (spin up / spin down)   0.1971 / 0.2074 Ha
2S+1   2
Net charge   +2
E_HOMO (spin up / spin down)   -13.519 / -13.633 eV
Calculated total energy   -376064.2760 eV
<S²>   0.855

```
72
C31H27Cl5NOReSbSe4Te ωB97M-V/def2-TZVPD
Re -2.3947 1.4684 -2.0739
Se -7.5508 1.0684 -1.6865
Sb -5.6389 0.4529 -0.5179
Se -3.7228 -0.4272 -2.2872
Se -3.8674 2.7736 -0.8518
Se -5.1708 -0.4718 1.5689
Cl -1.5918 1.6757 -4.3144
C -0.4237 2.7449 -3.4700
C -0.8335 2.9254 -2.1779
C -0.1951 3.9794 -1.5271
Cl -0.8216 4.5591 -0.0245
C 0.8957 4.6296 -2.1122
Cl 1.7301 5.8546 -1.2542
C 1.3204 4.2887 -3.4074
Cl 2.6756 5.0518 -4.1081
C 0.6045 3.3453 -4.1556
Cl 0.9810 2.9555 -5.7778
C 1.2035 -5.9382 2.8617
C 0.7079 -4.6461 2.3008
C -0.5646 -4.5376 1.7547
C -1.0419 -3.3452 1.2263
C -2.4535 -3.3267 0.6981
C -0.1722 -2.2354 1.2442
Te -0.8262 -0.8889 -0.2433
N -1.8254 0.9516 -0.0672
C -2.2447 1.5906 0.9974
O -3.1084 2.5543 0.8768
C -1.7614 1.3809 2.3679
C -1.3931 2.4995 3.1187
C -0.8787 2.3290 4.3908
C -0.7536 1.0549 4.9288
C -1.1598 -0.0536 4.1992
C -1.6645 0.1069 2.9206
C 0.8577 -0.1405 -1.2574
C 1.6430 0.9430 -0.8623
C 1.5035 1.6918 0.4225
C 2.6405 1.3653 -1.7392
C 2.8572 0.7608 -2.9685
C 3.9325 1.2412 -3.8897
C 2.0599 -0.3298 -3.3190
C 1.0655 -0.8059 -2.4818
C 0.2693 -2.0160 -2.8969
C 1.0846 -2.2806 1.8588
C 1.9644 -1.0891 2.0300
C 1.5009 -3.5016 2.3600
H 0.5477 -6.7646 2.5996
H 1.2594 -5.8789 3.9494
H 2.2065 -6.1576 2.4968
H -1.2174 -5.4011 1.7493
H -3.0435 -4.0681 1.2344
H -2.4947 -3.5877 -0.3638
H -2.9593 -2.3670 0.8383
H -1.4998 3.4915 2.7042
H -0.5840 3.1935 4.9680
H -0.3605 0.9285 5.9276
H -1.1056 -1.0422 4.6327
H -2.0548 -0.7560 2.3974
H 0.6142 1.4264 0.9948
H 1.4724 2.7588 0.2314
H 2.3794 1.5198 1.0477
H 3.2606 2.2033 -1.4436
H 4.3297 2.2030 -3.5718
H 3.5596 1.3367 -4.9091
H 4.7557 0.5257 -3.9114
H 2.2311 -0.8299 -4.2642
H 0.6847 -2.4390 -3.8091
H -0.7803 -1.7768 -3.0976
H 0.2994 -2.8069 -2.1413
H 1.3755 -0.2063 2.2559
H 2.5636 -0.9055 1.1359
H 2.6491 -1.2520 2.8601
H 2.4731 -3.5567 2.8336
```

[3]
The following is a quantum chemistry calculation of C31H27ClN4PdS3Te as an isolated structure at a distorted geometry, from the OMol25 dataset.

Properties
LUMO energy   -1.52 eV
Kohn-Sham gap   0.2261 Ha
E_HOMO   -7.670 eV
Calculated total energy   -94347.0610 eV

```
68
C31H27ClN4PdS3Te ωB97M-V/def2-TZVPD
Pd -0.3963 -1.1171 0.2886
S -0.1211 -3.3887 -0.3674
C -1.7522 -3.9669 -0.1147
C -2.0136 -5.2987 0.1780
C -3.3201 -5.7392 0.3654
C -3.5570 -7.1142 0.7082
N -3.7378 -8.2113 0.9976
C -4.3831 -4.8368 0.2490
C -4.1207 -3.5002 -0.0426
C -2.8169 -3.0654 -0.2149
S -2.5088 -1.3711 -0.5827
C -5.7396 -5.2559 0.4622
N -6.8256 -5.5797 0.6536
H -1.1948 -5.9986 0.2764
H -4.9421 -2.7996 -0.1207
C -1.4314 6.4502 -2.2303
C -1.1813 5.2064 -1.4227
C -2.1525 4.2337 -1.2714
C -1.9401 3.0839 -0.5108
C -3.0834 2.1278 -0.3448
C -0.7040 2.8872 0.1110
Te -0.3192 1.2631 1.4475
C 0.3036 3.8609 -0.0466
C 1.6829 3.7212 0.5444
C 0.0449 4.9961 -0.8030
H -2.4566 6.4823 -2.5966
H -0.7629 6.4994 -3.0918
H -1.2567 7.3455 -1.6315
H -3.1197 4.3706 -1.7436
H -3.7860 2.2118 -1.1733
H -3.6262 2.3322 0.5821
H -2.7422 1.1009 -0.2795
H 1.6626 3.5405 1.6192
H 2.2669 4.6230 0.3601
H 2.2069 2.8780 0.0862
H 0.8270 5.7410 -0.9110
S 1.5624 -1.6863 1.7971
C 3.0603 -0.9555 1.4103
N 3.1410 0.3548 1.0912
C 4.2972 1.0161 0.8840
C 5.4919 0.3700 0.9896
C 5.4699 -1.0006 1.2906
C 4.2823 -1.6546 1.4863
H 2.2391 0.8589 1.0481
H 4.2042 2.0646 0.6438
H 6.4160 0.9016 0.8240
H 6.4010 -1.5481 1.3602
H 4.2419 -2.7111 1.7066
Cl 5.9605 0.6629 -2.1902
C 4.2595 0.3652 -1.9965
C 3.3864 1.4382 -1.9049
C 2.0371 1.1879 -1.7196
C 1.5474 -0.1197 -1.6641
C 0.0932 -0.3271 -1.5503
C 2.4445 -1.1795 -1.7856
C 3.8012 -0.9423 -1.9353
H 3.7619 2.4503 -1.9783
H 1.3423 2.0172 -1.6351
H -0.3101 -1.1192 -2.1700
H -0.4679 0.5987 -1.6339
H 2.0782 -2.1988 -1.7561
H 4.5008 -1.7629 -2.0167
C -3.4172 -2.5876 3.9582
C -2.3018 -2.2304 3.0936
N -1.4334 -1.9420 2.4059
H -3.9249 -1.6835 4.2887
H -3.0519 -3.1363 4.8240
H -4.1162 -3.2133 3.4046
```

[4]
The following is a quantum chemistry calculation of C31H28AsFeN2PS2Se2 as an isolated structure, from the OMol25 dataset.

Properties
LUMO energy (spin up / spin down)   -2.44 / -5.00 eV
Kohn-Sham gap (spin up / spin down)   0.2859 / 0.1980 Ha
2S+1   6
Net charge   +1
E_HOMO (spin up / spin down)   -10.215 / -10.384 eV
Calculated total energy   -292455.7005 eV
<S²>   8.773

```
68
C31H28AsFeN2PS2Se2 ωB97M-V/def2-TZVPD
Fe -0.1715 0.6921 0.5911
Se 2.0737 0.1959 -0.2663
P 2.2664 -1.9150 -0.7065
Se 0.3807 -2.6794 -1.5637
C 3.5916 -2.1626 -1.8995
C 4.7344 -1.3710 -1.8037
C 5.7912 -1.5804 -2.6729
C 5.7094 -2.5760 -3.6342
C 4.5723 -3.3643 -3.7269
C 3.5132 -3.1589 -2.8601
C 2.6883 -2.8837 0.7642
C 3.7375 -2.4214 1.5577
C 4.1159 -3.1237 2.6851
C 3.4481 -4.2887 3.0322
C 2.4042 -4.7501 2.2469
C 2.0220 -4.0500 1.1135
H 4.7950 -0.5769 -1.0704
H 6.6714 -0.9575 -2.6058
H 6.5315 -2.7321 -4.3189
H 4.5061 -4.1378 -4.4772
H 2.6266 -3.7757 -2.9469
H 4.2574 -1.5073 1.3011
H 4.9329 -2.7653 3.2942
H 3.7432 -4.8365 3.9151
H 1.8846 -5.6589 2.5092
H 1.2002 -4.4102 0.5095
S -1.9278 1.7370 -0.4203
C -3.4148 0.8009 -0.1928
C -4.6177 1.5007 -0.3085
C -5.8278 0.8640 -0.1227
C -5.8697 -0.4906 0.1927
C -4.6874 -1.2010 0.3079
C -3.4671 -0.5633 0.1087
As -1.8002 -1.5285 0.2734
C -2.3913 -3.3559 0.5363
C -2.3654 -4.0046 1.7623
C -2.7929 -5.3212 1.8542
C -3.2475 -5.9892 0.7284
C -3.2775 -5.3407 -0.4978
C -2.8462 -4.0291 -0.5959
C -1.2293 -1.0418 2.0946
C -2.0916 -0.3169 2.9222
C -1.7249 -0.0564 4.2343
C -0.4962 -0.4954 4.7154
C 0.3683 -1.1995 3.8922
C 0.0013 -1.4798 2.5829
H -4.5914 2.5555 -0.5456
H -6.7443 1.4270 -0.2207
H -6.8165 -0.9875 0.3428
H -4.7223 -2.2558 0.5508
H -2.0249 -3.4935 2.6561
H -2.7775 -5.8235 2.8115
H -3.5827 -7.0133 0.8060
H -3.6363 -5.8552 -1.3783
H -2.8814 -3.5307 -1.5620
H -3.0466 0.0270 2.5431
H -2.4063 0.4766 4.8820
H -0.2220 -0.3009 5.7428
H 1.3190 -1.5508 4.2647
H 0.6735 -2.0502 1.9478
N 2.1825 2.7147 2.8270
C 1.1446 2.7524 1.9893
N -0.0034 2.0456 2.3788
S 1.1344 3.4766 0.5113
H 2.1317 2.2908 3.7385
H 3.0474 3.1398 2.5397
H -0.0807 1.7107 3.3337
H -0.8539 2.4945 2.0378
```

[5]
The following is a quantum chemistry calculation of C31H28BrI2N4ORe as an isolated structure at a distorted geometry, from the OMol25 dataset.

Properties
LUMO energy (spin up / spin down)   -7.07 / -6.85 eV
Kohn-Sham gap (spin up / spin down)   0.2237 / 0.2298 Ha
Net charge   +2
E_HOMO (spin up / spin down)   -13.153 / -13.103 eV
Calculated total energy   -128968.6180 eV

```
68
C31H28BrI2N4ORe ωB97M-V/def2-TZVPD
Re -0.1074 0.5080 -0.1472
I 7.3791 0.4803 1.6743
C 5.3998 0.7936 1.0713
C 4.9361 2.0844 0.8471
C 3.6422 2.2634 0.4009
I 2.8446 4.1773 0.1022
C 2.7985 1.1684 0.1420
O 1.5903 1.3704 -0.3909
C 3.2670 -0.1246 0.4269
C 2.3922 -1.3099 0.1182
N 1.0224 -1.2132 0.6944
C 1.0408 -1.1596 2.1763
C 1.0231 0.2476 2.7094
C 1.6071 0.5633 3.9239
C 1.4718 1.8505 4.4204
C 0.7611 2.7853 3.6811
C 0.2244 2.3973 2.4696
N 0.3448 1.1532 1.9948
C 4.5618 -0.2977 0.8840
H 5.5809 2.9366 1.0112
H 2.8679 -2.2156 0.4997
H 2.2872 -1.4126 -0.9663
H 0.5416 -2.0654 0.4170
H 1.9114 -1.6922 2.5613
H 0.1461 -1.6605 2.5489
H 2.1612 -0.1883 4.4701
H 1.9205 2.1206 5.3668
H 0.6390 3.8007 4.0292
H -0.3106 3.1075 1.8519
H 4.9396 -1.2920 1.0892
Br -4.3550 -5.2253 -1.4621
C -3.1875 -3.7511 -1.6267
C -1.8357 -3.9651 -1.8626
C -0.9831 -2.8834 -1.9843
C -1.4552 -1.5724 -1.8230
C -2.8195 -1.3837 -1.5831
C -3.6850 -2.4593 -1.5138
H -1.4591 -4.9731 -1.9719
H 0.0654 -3.0548 -2.2000
H -3.2113 -0.3789 -1.5039
H -4.7461 -2.3032 -1.3719
C -4.5498 3.1482 1.3667
C -3.7321 1.9121 1.2920
C -3.8110 0.7217 1.9932
C -2.7696 -0.0842 1.5337
N -2.0652 0.5689 0.5969
N -2.6716 1.7926 0.4730
C -2.4432 -1.4805 1.9273
H -5.5809 2.9080 1.6146
H -4.5339 3.6984 0.4263
H -4.1660 3.8015 2.1523
H -4.5421 0.4603 2.7397
H -2.4123 2.4350 -0.2585
H -3.2922 -2.1321 1.7204
H -2.2414 -1.5399 2.9975
H -1.5897 -1.8429 1.3559
C -0.4982 -0.4488 -1.9038
C 0.1786 -0.3047 -3.1755
C -0.3821 -0.8804 -4.3425
C 0.2122 -0.7146 -5.5753
C 1.3840 0.0223 -5.6922
C 1.9519 0.6099 -4.5652
C 1.3564 0.4608 -3.3328
H -1.3100 -1.4293 -4.2774
H -0.2368 -1.1610 -6.4521
H 1.8537 0.1455 -6.6591
H 2.8621 1.1870 -4.6567
H 1.8168 0.9196 -2.4728
```

[6]
The following is a quantum chemistry calculation of C31H28BrN5O2V as an isolated structure at a distorted geometry, from the OMol25 dataset.

Properties
LUMO energy (spin up / spin down)   -2.58 / -2.69 eV
Kohn-Sham gap (spin up / spin down)   0.3035 / 0.3127 Ha
2S+1   3
Net charge   +1
E_HOMO (spin up / spin down)   -10.842 / -11.201 eV
Calculated total energy   -139874.8475 eV
<S²>   2.016

```
68
C31H28BrN5O2V ωB97M-V/def2-TZVPD
V 0.2428 0.1530 -0.0792
C 3.2255 0.0137 0.9061
C 2.6967 0.7436 2.1462
C 1.4556 0.1523 2.7789
C 1.5062 -0.3205 4.0794
C 0.3543 -0.7865 4.6912
C -0.8355 -0.7535 3.9865
C -0.8114 -0.3076 2.6846
N 0.3051 0.1248 2.0710
N 2.4378 0.2915 -0.3308
C 2.7417 -0.7156 -1.3844
C 1.7368 -0.5952 -2.5048
C 2.0055 -1.0361 -3.7827
C 1.0338 -0.8878 -4.7583
C -0.1602 -0.2661 -4.4329
C -0.3576 0.1546 -3.1359
N 0.5610 -0.0307 -2.1736
C 2.7720 1.6384 -0.8808
C 1.9486 2.7304 -0.2749
C 2.4388 4.0061 -0.0958
C 1.5875 4.9724 0.4166
C 0.2847 4.6272 0.7361
C -0.1243 3.3235 0.5355
N 0.6905 2.3873 0.0359
H 4.2657 0.2959 0.7300
H 3.2064 -1.0610 1.0726
H 3.4875 0.7488 2.8946
H 2.4972 1.7888 1.9089
H 2.4512 -0.3124 4.6088
H 0.3872 -1.1665 5.7050
H -1.7687 -1.0828 4.4225
H -1.7089 -0.3078 2.0819
H 3.7558 -0.5814 -1.7653
H 2.6699 -1.7060 -0.9387
H 2.9635 -1.4891 -4.0052
H 1.2140 -1.2403 -5.7659
H -0.9325 -0.1013 -5.1712
H -1.2660 0.6639 -2.8415
H 3.8369 1.8377 -0.7698
H 2.5555 1.6244 -1.9462
H 3.4660 4.2405 -0.3517
H 1.9428 5.9836 0.5720
H -0.4095 5.3534 1.1357
H -1.1298 3.0108 0.7684
Br -7.8942 1.0426 -0.9386
C -6.2282 0.3823 -0.3733
C -6.1744 -0.7478 0.4343
N -5.0251 -1.2869 0.8423
C -3.8935 -0.6906 0.4601
C -3.8634 0.4585 -0.3120
C -5.0610 1.0059 -0.7509
C -2.5743 1.1128 -0.6672
O -2.5043 2.0649 -1.3975
O -1.5192 0.4511 -0.1869
H -7.0897 -1.2323 0.7581
H -2.9673 -1.1634 0.7750
H -5.0557 1.8946 -1.3671
C 0.0193 -4.7526 -0.1571
C -0.8171 -3.9632 -0.9389
C -0.7448 -2.5766 -0.8609
C 0.1498 -1.9088 -0.0009
C 0.9463 -2.7470 0.7991
C 0.8979 -4.1386 0.7229
H -0.0244 -5.8340 -0.2243
H -1.5287 -4.4304 -1.6111
H -1.4214 -2.0013 -1.4861
H 1.6167 -2.3172 1.5411
H 1.5363 -4.7406 1.3610
```